Entry 1:
The following is a DFT calculation (the ωB97M-V functional and the def2-TZVPD basis) of one molecule with the formula C5H8O.

Geometry (Å):
O -2.39491 -0.29949 -0.77115
C -2.04403 0.32385 0.20795
C 0.06570 -1.07631 0.31712
C 1.32298 -0.29187 -0.09796
C 0.49602 1.01557 -0.01277
C -0.63073 0.22990 0.74087
H -0.47988 -1.46034 -0.54258
H -2.76900 0.95910 0.76482
H 0.14344 -1.87223 1.06135
H 1.75066 -0.54326 -1.07518
H 2.10680 -0.33511 0.66535
H 0.95325 1.84517 0.53561
H 0.16202 1.38687 -0.98624
H -0.61900 0.44892 1.81272

- Spin multiplicity: 1
- Orbital gap: 10.8 eV
- HOMO energy: -0.3596 hartree
- Charge: 0
- ΔE to the lowest compared entry with this formula, charge and spin: 28.9 kcal/mol
- Structure (SMILES): O=CC1CCC1

Which charges does Mulliken predict for the atoms? In e, they are: atom 1 (O): -0.48, atom 2 (C): -0.18, atom 3 (C): -0.79, atom 4 (C): -0.47, atom 5 (C): -0.68, atom 6 (C): 0.20, atom 7 (H): 0.24, atom 8 (H): 0.34, atom 9 (H): 0.34, atom 10 (H): 0.28, atom 11 (H): 0.24, atom 12 (H): 0.29, atom 13 (H): 0.26, atom 14 (H): 0.41

Entry 2:
The following is a DFT calculation (the ωB97M-V functional and the def2-TZVPD basis) of one molecule with the formula C5H8O.

Geometry (Å):
C 2.60282 -0.32881 -0.25286
C 1.23864 -0.08598 -0.00234
C 0.25154 0.57656 0.32124
C -1.09524 0.60650 -0.26002
C -1.69168 -0.79908 -0.24922
O -1.99421 1.48572 0.38585
H 3.10761 -1.27753 -0.13531
H 2.39197 -0.08665 0.90522
H 3.05261 0.30636 -1.04840
H -0.94407 0.92308 -1.30496
H -1.74152 -1.17747 0.77652
H -2.70269 -0.75921 -0.65879
H -1.08022 -1.48328 -0.84754
H -1.45355 2.09378 0.90171

- Spin multiplicity: 1
- Orbital gap: 9.7 eV
- HOMO energy: -0.3349 hartree
- Charge: 0
- ΔE to the lowest compared entry with this formula, charge and spin: 99.6 kcal/mol
- Structure (SMILES): CC#C[C@@H](C)O

Which charges does Mulliken predict for the atoms? In e, they are: atom 1 (C): -0.93, atom 2 (C): -0.07, atom 3 (C): -0.21, atom 4 (C): 0.71, atom 5 (C): -1.17, atom 6 (O): -0.51, atom 7 (H): 0.31, atom 8 (H): 0.21, atom 9 (H): 0.22, atom 10 (H): 0.13, atom 11 (H): 0.30, atom 12 (H): 0.33, atom 13 (H): 0.33, atom 14 (H): 0.34

Entry 3:
The following is a DFT calculation (the ωB97M-V functional and the def2-TZVPD basis) of C5H8O as an isolated structure.

Geometry (Å):
C -0.93128 -0.63703 -1.11474
C -0.47131 -0.70334 0.20367
C 1.25916 -0.90714 0.66570
O 1.90958 0.19220 0.60812
C 0.19178 1.68388 -0.09142
C -0.72885 0.77645 0.31799
H -0.39210 -0.07251 -1.86635
H -1.79534 -1.19995 -1.47705
H -1.09481 -1.32664 0.84761
H 1.52995 -1.70989 -0.05000
H 1.06347 -1.32954 1.67451
H 0.96745 1.43842 -0.80357
H 0.10168 2.72704 0.20307
H -1.60939 1.06804 0.88245

- Spin multiplicity: 1
- Orbital gap (spin up / spin down): 7.8 / 7.8 eV
- HOMO energy (spin up / spin down): -0.3117 / -0.3116 hartree
- Charge: 0
- ΔE to the lowest compared entry with this formula, charge and spin: 120.1 kcal/mol

Which charges does Mulliken predict for the atoms? In e, they are: atom 1 (C): -0.58, atom 2 (C): -0.03, atom 3 (C): -0.21, atom 4 (O): -0.61, atom 5 (C): -0.78, atom 6 (C): -0.07, atom 7 (H): 0.26, atom 8 (H): 0.27, atom 9 (H): 0.36, atom 10 (H): 0.23, atom 11 (H): 0.26, atom 12 (H): 0.25, atom 13 (H): 0.29, atom 14 (H): 0.35

Entry 4:
The following is a DFT calculation (the ωB97M-V functional and the def2-TZVPD basis) of a 3-piece molecular cluster, C5H8O overall.

Geometry (Å):
C -0.20007 -0.68733 0.17567
C -0.28483 -0.28465 -0.98867
C -1.42366 -0.03891 -0.00565
C 0.49842 -1.79672 0.97454
C 0.78394 2.26087 -0.59957
O -0.26480 2.76941 -0.29123
H -2.35403 -0.60226 0.05865
H -1.35646 0.92954 0.29662
H 0.59887 -1.34018 2.05823
H 1.41620 -2.15623 0.64229
H -0.18486 -2.62620 1.32804
H 1.35565 1.82887 0.19813
H 1.31786 2.55728 -1.56335
H 0.09776 -0.81348 -2.28370

- Spin multiplicity: 1
- Orbital gap: 10.0 eV
- HOMO energy: -0.3394 hartree
- Charge: 0
- ΔE to the lowest compared entry with this formula, charge and spin: 145.4 kcal/mol

Which charges does Mulliken predict for the atoms? In e, they are: atom 1 (C): 0.73, atom 2 (C): -0.72, atom 3 (C): -0.44, atom 4 (C): -1.11, atom 5 (C): -0.12, atom 6 (O): -0.43, atom 7 (H): 0.22, atom 8 (H): 0.21, atom 9 (H): 0.27, atom 10 (H): 0.33, atom 11 (H): 0.30, atom 12 (H): 0.26, atom 13 (H): 0.26, atom 14 (H): 0.26

Repeat the second record exactly.
The following is a DFT calculation (the ωB97M-V functional and the def2-TZVPD basis) of one molecule with the formula C5H8O.

Geometry (Å):
C 2.60282 -0.32881 -0.25286
C 1.23864 -0.08598 -0.00234
C 0.25154 0.57656 0.32124
C -1.09524 0.60650 -0.26002
C -1.69168 -0.79908 -0.24922
O -1.99421 1.48572 0.38585
H 3.10761 -1.27753 -0.13531
H 2.39197 -0.08665 0.90522
H 3.05261 0.30636 -1.04840
H -0.94407 0.92308 -1.30496
H -1.74152 -1.17747 0.77652
H -2.70269 -0.75921 -0.65879
H -1.08022 -1.48328 -0.84754
H -1.45355 2.09378 0.90171

- Spin multiplicity: 1
- Orbital gap: 9.7 eV
- HOMO energy: -0.3349 hartree
- Charge: 0
- ΔE to the lowest compared entry with this formula, charge and spin: 99.6 kcal/mol
- Structure (SMILES): CC#C[C@@H](C)O

Which charges does Mulliken predict for the atoms? In e, they are: atom 1 (C): -0.93, atom 2 (C): -0.07, atom 3 (C): -0.21, atom 4 (C): 0.71, atom 5 (C): -1.17, atom 6 (O): -0.51, atom 7 (H): 0.31, atom 8 (H): 0.21, atom 9 (H): 0.22, atom 10 (H): 0.13, atom 11 (H): 0.30, atom 12 (H): 0.33, atom 13 (H): 0.33, atom 14 (H): 0.34

- Look up the charge of the fourth one.
  0